1.
Molecular formula: C5H6O
Method: DFT, the ωB97M-V functional and the def2-TZVPD basis

As for the SMILES: CC#C[C@H]1CO1. The calculation puts the calculated total energy at -269.18825 Eh. Its frontier orbital gap is 10.161 eV. For the energy relative to the best compared isomer or geometry (same formula, charge and spin), the calculation gives 99.1 kcal per mole. As for the maximum force: 0.0291 Eh/bohr. The multiplicity is 1.

Geometry as XYZ:
```
12
Properties=species:S:1:pos:R:3:forces:R:3
C -2.0907 -0.3350 -0.0097 -0.078 0.323 0.130
C -0.9227 0.5004 0.1503 -1.401 0.366 0.367
C -0.0238 1.3236 0.2310 0.499 -0.419 -0.187
C 1.2291 0.7868 -0.3117 -0.209 -0.474 -0.410
C 1.8570 -0.3538 0.3463 0.608 0.206 0.323
O 0.9658 -0.6813 -0.6787 0.654 0.772 -0.713
H -2.2992 -0.5745 -1.0569 0.110 0.100 0.172
H -2.0653 -1.2480 0.5885 0.041 0.167 -0.017
H -2.8668 0.3367 0.3615 -0.520 -0.314 -0.008
H 1.7605 1.3958 -1.0513 -0.080 -0.595 0.186
H 1.5822 -0.5844 1.3762 -0.057 -0.085 -0.189
H 2.8738 -0.5663 0.0546 0.432 -0.047 0.346
```
Positions in Å, forces in eV/Å.



2.
Molecular formula: C5H6O
Method: DFT, the ωB97M-V functional and the def2-TZVPD basis

As for the SMILES: CCC#CC=O. The calculation puts the calculated total energy at -269.25899 Eh. Its frontier orbital gap is 10.432 eV. For the energy relative to the best compared isomer or geometry (same formula, charge and spin), the calculation gives 54.7 kcal per mole. As for the maximum force: 0.0123 Eh/bohr. The multiplicity is 1.

Geometry as XYZ:
```
12
Properties=species:S:1:pos:R:3:forces:R:3
C -1.3239 0.4353 0.0151 -0.124 0.113 0.003
C -0.9496 -1.0688 0.0079 0.005 -0.043 -0.002
C 0.5141 -1.0493 0.0329 0.498 0.318 0.048
C 1.6169 -0.5667 0.1713 -0.614 -0.139 -0.066
C 2.4314 0.6274 0.3241 -0.020 0.311 0.140
O 1.9802 1.5845 0.9180 0.406 -0.386 -0.200
H -2.2468 0.6277 0.5647 -0.042 -0.101 -0.167
H -0.5229 1.0054 0.4963 -0.264 -0.057 -0.017
H -1.4223 0.8118 -1.0073 -0.038 -0.071 0.162
H -1.3543 -1.5890 -0.8658 0.105 0.059 0.132
H -1.3349 -1.5818 0.8957 0.116 0.079 -0.096
H 3.4214 0.6702 -0.1542 -0.029 -0.084 0.062
```
Positions in Å, forces in eV/Å.



3.
Molecular formula: C5H6O
Method: DFT, the ωB97M-V functional and the def2-TZVPD basis

As for the SMILES: C#COC(=C)C. The calculation puts the calculated total energy at -269.20539 Eh. Its frontier orbital gap is 9.970 eV. For the energy relative to the best compared isomer or geometry (same formula, charge and spin), the calculation gives 88.4 kcal per mole. As for the maximum force: 0.0822 Eh/bohr. The multiplicity is 1.

Geometry as XYZ:
```
12
Properties=species:S:1:pos:R:3:forces:R:3
C 2.6958 -0.4180 0.2652 1.244 -0.951 0.089
C 1.7423 0.2904 0.3819 0.804 0.071 -0.588
C -1.6265 1.3479 -0.2771 4.056 0.816 0.863
C -0.5938 0.5541 0.0142 1.231 -0.346 0.585
C -0.6675 -1.0149 -0.0188 3.187 2.312 0.021
O 0.8030 1.1535 0.3375 -3.783 -0.445 -0.603
H 3.5698 -1.0500 0.1730 -0.679 0.434 0.175
H -1.5474 2.4279 -0.3628 -0.266 -0.305 0.105
H -2.4656 0.7856 -0.1968 -2.998 -0.930 -0.496
H -1.5185 -1.4222 0.4291 -1.126 -0.413 1.127
H -0.7256 -1.2150 -1.0535 -0.069 -0.536 -1.271
H 0.3340 -1.4394 0.3081 -1.602 0.293 -0.007
```
Positions in Å, forces in eV/Å.



4.
Molecular formula: C5H6O
Method: DFT, the ωB97M-V functional and the def2-TZVPD basis

As for the SMILES: C#CCC(C)=O. The calculation puts the calculated total energy at -269.28519 Eh. Its frontier orbital gap is 10.609 eV. For the energy relative to the best compared isomer or geometry (same formula, charge and spin), the calculation gives 38.3 kcal per mole. As for the maximum force: 0.0291 Eh/bohr. The multiplicity is 1.

Geometry as XYZ:
```
12
Properties=species:S:1:pos:R:3:forces:R:3
C -1.2982 0.8446 0.2121 -1.472 0.015 -0.273
C -0.9700 -0.4802 -0.3701 -0.086 -0.617 -0.126
O -1.8612 -1.2528 -0.6479 0.479 -0.001 -0.063
C 0.4770 -0.8529 -0.6588 0.173 -0.139 -0.079
C 1.4612 -0.2441 0.2364 0.290 0.219 0.263
C 2.2541 0.2634 0.9857 -0.247 -0.138 -0.205
H -2.4131 0.8083 0.1604 0.820 0.505 0.761
H -0.9869 1.6566 -0.4228 0.400 0.304 -0.403
H -0.8455 1.0197 1.1843 -0.242 -0.142 0.161
H 0.6721 -0.5435 -1.6943 0.020 0.008 0.109
H 0.5478 -1.9434 -0.6443 0.017 0.100 0.019
H 2.9573 0.7136 1.6540 -0.152 -0.115 -0.165
```
Positions in Å, forces in eV/Å.



5.
Molecular formula: C5H6O
Method: DFT, the ωB97M-V functional and the def2-TZVPD basis

The calculation puts the calculated total energy at -269.23050 Eh. Its frontier orbital gap is 9.703 eV. For the energy relative to the best compared isomer or geometry (same formula, charge and spin), the calculation gives 72.6 kcal per mole. As for the maximum force: 0.0064 Eh/bohr. The multiplicity is 1.

Geometry as XYZ:
```
12
Properties=species:S:1:pos:R:3:forces:R:3
C -1.8478 -0.0637 0.0126 -0.051 0.052 -0.009
C -0.3693 0.0625 -0.0555 -0.005 0.146 0.032
C 0.4846 1.1102 0.0407 -0.130 0.028 0.031
C 1.8624 0.6591 -0.1515 -0.247 -0.219 0.003
C 1.6398 -0.7301 -0.2381 0.096 -0.156 -0.193
O 0.3102 -1.1043 -0.2179 0.044 0.088 -0.039
H -2.2969 0.9240 0.1302 0.029 -0.136 -0.004
H -2.1423 -0.6951 0.8574 0.044 0.098 -0.112
H -2.2351 -0.5252 -0.9014 0.051 0.064 0.119
H 0.1813 2.1384 0.2029 0.049 -0.197 -0.047
H 2.1009 -0.2372 0.8241 0.154 0.071 0.150
H 2.3122 -1.5385 -0.5034 -0.035 0.160 0.069
```
Positions in Å, forces in eV/Å.



6.
Molecular formula: C5H6O
Method: DFT, the ωB97M-V functional and the def2-TZVPD basis

The calculation puts the calculated total energy at -269.23933 Eh. Its frontier orbital gap is 9.193 eV. For the energy relative to the best compared isomer or geometry (same formula, charge and spin), the calculation gives 67.1 kcal per mole. As for the maximum force: 0.0904 Eh/bohr. The multiplicity is 1.

Geometry as XYZ:
```
12
Properties=species:S:1:pos:R:3:forces:R:3
C -2.0180 0.0168 0.1419 0.393 -0.175 -0.055
C -0.4938 -0.0599 0.0269 0.649 0.469 0.038
C 0.4438 0.9699 0.1517 0.268 -0.411 -0.101
C 1.7414 0.3700 -0.0512 1.467 -0.082 -0.123
C 1.8868 -0.8963 -0.2955 -4.371 -1.585 0.019
O -0.0170 -1.2500 -0.2251 2.335 0.208 -0.134
H -2.4287 1.0090 0.3739 0.470 -0.231 -0.082
H -2.3497 -0.6884 0.9133 0.129 0.163 -0.084
H -2.4616 -0.3347 -0.7974 0.146 0.121 0.126
H 0.2986 2.0315 0.3562 -0.200 -0.598 -0.094
H 2.8389 0.5556 -0.0967 -0.636 1.928 0.404
H 2.5593 -1.7236 -0.4981 -0.651 0.191 0.085
```
Positions in Å, forces in eV/Å.



7.
Molecular formula: C5H6O
Method: DFT, the ωB97M-V functional and the def2-TZVPD basis

As for the SMILES: CC#C[C@H]1CO1. The calculation puts the calculated total energy at -269.24948 Eh. Its frontier orbital gap is 10.523 eV. For the energy relative to the best compared isomer or geometry (same formula, charge and spin), the calculation gives 60.7 kcal per mole. As for the maximum force: 0.0105 Eh/bohr. The multiplicity is 1.

Geometry as XYZ:
```
12
Properties=species:S:1:pos:R:3:forces:R:3
C -2.5965 -0.1976 0.1021 -0.101 -0.020 -0.007
C -1.1958 0.1433 -0.1335 0.487 0.078 -0.056
C -0.0271 0.3762 -0.3101 -0.523 -0.121 0.046
C 1.4005 0.5482 -0.4773 -0.127 0.199 0.059
C 2.3074 -0.2107 0.3926 0.149 0.016 0.292
O 2.1151 -0.5854 -0.9585 0.070 -0.155 -0.157
H -3.2196 0.0520 -0.7619 0.098 -0.012 0.112
H -2.6893 -1.2726 0.2881 -0.005 0.158 -0.022
H -2.9886 0.3334 0.9749 0.062 -0.060 -0.124
H 1.7400 1.4984 -0.8867 -0.077 -0.139 0.066
H 1.8645 -0.8752 1.1338 0.081 0.076 -0.145
H 3.2894 0.1902 0.6366 -0.114 -0.020 -0.065
```
Positions in Å, forces in eV/Å.



8.
Molecular formula: C5H6O
Method: DFT, the ωB97M-V functional and the def2-TZVPD basis

The calculation puts the calculated total energy at -269.18807 Eh. Its frontier orbital gap is 8.711 eV. For the energy relative to the best compared isomer or geometry (same formula, charge and spin), the calculation gives 99.3 kcal per mole. As for the maximum force: 0.0104 Eh/bohr. The multiplicity is 1.

Geometry as XYZ:
```
12
Properties=species:S:1:pos:R:3:forces:R:3
C 1.8869 -0.9324 0.2395 0.043 -0.047 -0.011
C 1.1233 0.3607 0.0314 0.335 0.026 0.051
C -1.0201 0.9408 -0.6656 -0.189 -0.400 0.301
O -0.2703 0.0152 -0.1264 -0.322 0.387 -0.081
C -2.3923 0.5664 -0.4448 -0.384 0.102 0.044
C -3.5623 0.4821 -0.1454 0.343 0.033 -0.142
H 2.8538 -0.7503 0.7189 -0.153 0.050 -0.101
H 2.0691 -1.4491 -0.7070 -0.090 0.046 0.127
H 1.3010 -1.5915 0.8905 0.170 0.117 -0.099
H 1.4408 0.9445 -0.8397 -0.069 -0.169 0.164
H 1.1628 1.0042 0.9165 0.099 -0.129 -0.138
H -4.5927 0.4092 0.1320 0.217 -0.014 -0.112
```
Positions in Å, forces in eV/Å.



9.
Molecular formula: C5H6O
Method: DFT, the ωB97M-V functional and the def2-TZVPD basis

The calculation puts the calculated total energy at -269.23025 Eh. Its frontier orbital gap is 10.420 eV. For the energy relative to the best compared isomer or geometry (same formula, charge and spin), the calculation gives 72.8 kcal per mole. As for the maximum force: 0.0203 Eh/bohr. The multiplicity is 1.

Geometry as XYZ:
```
12
Properties=species:S:1:pos:R:3:forces:R:3
C 1.1373 -0.3629 -0.4293 -0.035 -0.085 0.079
C 0.3308 0.8921 -0.1987 0.159 0.341 -0.056
C -1.1495 0.5005 -0.3392 -0.228 0.396 -0.097
O -1.2382 -0.8635 -0.7104 0.181 0.052 -0.257
C -0.1440 -1.0826 0.1970 0.437 -0.319 0.095
C -0.4390 0.2692 0.9377 -0.097 0.051 0.302
H 1.9312 -0.5074 0.3109 -0.076 0.368 0.002
H 1.6026 -0.4633 -1.4252 -0.713 -0.749 0.161
H 0.6151 1.9284 -0.3371 0.077 -0.104 0.172
H -1.9278 1.1929 -0.6386 0.114 -0.117 0.074
H -0.1793 -2.0750 0.6609 0.355 0.274 -0.340
H -0.5392 0.5717 1.9720 -0.173 -0.107 -0.135
```
Positions in Å, forces in eV/Å.



10.
Molecular formula: C5H6O
Method: DFT, the ωB97M-V functional and the def2-TZVPD basis

The calculation puts the calculated total energy at -269.29189 Eh. Its frontier orbital gap is 10.478 eV. For the energy relative to the best compared isomer or geometry (same formula, charge and spin), the calculation gives 34.1 kcal per mole. As for the maximum force: 0.0277 Eh/bohr. The multiplicity is 1.

Geometry as XYZ:
```
12
Properties=species:S:1:pos:R:3:forces:R:3
O -1.3227 2.4626 0.5778 0.495 -0.272 -1.114
C -0.8718 2.1516 -0.4181 -0.597 0.728 1.069
C -1.1650 -0.7731 -0.7566 0.056 -0.055 0.146
C -0.5534 -0.6956 0.4240 -0.120 -0.127 -0.144
C 1.7706 -0.2066 -0.0828 -0.013 -0.001 0.069
C 0.7136 0.0074 0.6956 0.230 -0.314 -0.058
H -2.0476 -1.3886 -0.8937 0.083 0.051 0.039
H -0.8083 -0.2184 -1.6222 -0.028 -0.100 0.171
H -0.9273 -1.2648 1.2732 -0.216 0.136 -0.075
H 1.6448 -0.7760 -0.9997 0.164 -0.087 0.189
H 2.7705 0.1052 0.1904 -0.072 0.326 -0.158
H 0.7966 0.5963 1.6121 0.019 -0.284 -0.134
```
Positions in Å, forces in eV/Å.



11.
Molecular formula: C5H6O
Method: DFT, the ωB97M-V functional and the def2-TZVPD basis

The calculation puts the calculated total energy at -269.20598 Eh. Its frontier orbital gap is 10.712 eV. For the energy relative to the best compared isomer or geometry (same formula, charge and spin), the calculation gives 88.0 kcal per mole. As for the maximum force: 0.0700 Eh/bohr. The multiplicity is 1.

Geometry as XYZ:
```
12
Properties=species:S:1:pos:R:3:forces:R:3
O 1.3405 -1.3557 -1.3551 -0.080 0.733 -1.732
C 0.4377 -0.6644 -0.8800 0.391 -0.043 -0.966
C 0.0557 0.7938 -1.0134 0.020 -0.046 -0.105
C 0.1369 0.6750 0.5127 0.399 -0.208 0.203
C -0.9693 -0.1265 1.0898 0.273 -0.455 -0.126
C 0.1516 -0.9816 0.4806 0.448 -0.058 -0.511
H 0.8292 1.3950 -1.4977 -0.148 -0.154 0.100
H -0.9320 1.0217 -1.4209 0.097 -0.009 0.186
H 0.8588 1.2333 1.0998 -0.200 -0.093 -0.018
H -1.9514 -0.0645 0.6005 0.422 -0.236 0.095
H -1.0454 -0.1277 2.1752 0.155 -0.097 -0.182
H 1.0877 -1.7983 0.2084 -1.777 0.668 3.057
```
Positions in Å, forces in eV/Å.



12.
Molecular formula: C5H6O
Method: DFT, the ωB97M-V functional and the def2-TZVPD basis

As for the SMILES: C#CC[C@H]1CO1. The calculation puts the calculated total energy at -269.24537 Eh. Its frontier orbital gap is 11.235 eV. For the energy relative to the best compared isomer or geometry (same formula, charge and spin), the calculation gives 63.3 kcal per mole. As for the maximum force: 0.0091 Eh/bohr. The multiplicity is 1.

Geometry as XYZ:
```
12
Properties=species:S:1:pos:R:3:forces:R:3
C -0.8394 0.9640 -2.4760 0.161 -0.026 0.395
C -0.3517 0.9235 -1.3766 -0.202 -0.007 -0.420
C 0.1744 0.8876 -0.0101 0.070 0.062 0.074
C -0.2788 -0.3384 0.7580 -0.166 0.047 -0.151
C 0.6462 -1.4040 1.1416 0.127 -0.242 -0.173
O 0.2130 -0.4308 2.0831 0.021 0.092 0.196
H -1.2827 1.0126 -3.4457 0.110 -0.026 0.142
H -0.1827 1.7768 0.5222 0.021 -0.087 -0.032
H 1.2692 0.9387 -0.0060 -0.148 -0.017 -0.051
H -1.3363 -0.5823 0.6500 0.141 0.019 0.016
H 1.6946 -1.3336 0.8503 -0.169 0.021 0.023
H 0.2743 -2.4141 1.3092 0.035 0.166 -0.020
```
Positions in Å, forces in eV/Å.